Below is C5H9NO in the gas phase, with properties calculated with wB97M-V/def2-TZVPD.

Each line ends with the Mulliken charge.
CARTESIAN COORDINATES (ANGSTROEM)
O -0.0181 -0.2137 2.2906  -0.4806
N -0.4198 1.0145 -1.2054  -0.0406
C -1.5093 0.8379 -0.4887  -0.6253
C 1.6456 -0.3792 -0.6249  -1.0485
C -1.4969 -0.4481 0.3521  -0.4249
C 0.8480 0.8998 -0.4768  -0.3992
C -0.9497 -0.7450 1.7337  0.1318
H -0.4784 1.7847 -1.8623  0.2997
H 1.4279 1.7876 -0.7279  0.3934
H -2.5687 -0.6364 0.4126  0.3394
H 0.5404 1.0349 0.5610  0.2994
H -1.4959 -1.5737 2.2429  0.3456
H 2.4340 -0.3600 0.1337  0.2798
H -1.0991 -1.2579 -0.2857  0.3120
H 2.1004 -0.4731 -1.6138  0.3611
H 1.0396 -1.2721 -0.4410  0.2569

Force components x, y, z for each atom (eV/Å):
O -0.448 -0.142 -0.247
N -0.366 0.603 0.684
C -0.754 -0.456 -1.064
C 0.113 -0.065 -0.077
C -0.286 0.034 0.012
C 0.417 0.037 0.424
C 0.285 0.316 0.194
H 0.104 -0.106 0.095
H 0.216 -0.124 -0.110
H -0.054 -0.371 0.265
H 0.653 -0.114 -0.012
H 0.125 0.161 -0.151
H -0.003 -0.092 -0.182
H -0.083 0.112 0.135
H -0.029 -0.003 0.065
H 0.110 0.212 -0.031

Computed properties:
Net charge   0
Lowest unoccupied orbital energy   0.613 eV
Energy relative to the best compared isomer or geometry (same formula, charge and spin)   394.6 kJ/mol
Kohn-Sham gap   8.5618 eV



Below is C2H7NS in the gas phase, with properties calculated with wB97M-V/def2-TZVPD.

Each line ends with the Mulliken charge.
CARTESIAN COORDINATES (ANGSTROEM)
S 0.1254 2.3980 -0.3766  -0.2260
N -0.0944 -1.7001 -0.0970  -0.5775
C -0.5486 -0.3246 0.1454  -0.1965
C 0.5721 0.7292 0.1584  -0.6922
H -0.6912 2.0748 -1.4270  0.1100
H -1.0601 -0.3245 1.1099  0.1929
H 1.3605 0.5215 -0.5628  0.3359
H 1.0249 0.6399 1.1473  0.3560
H -0.3467 -2.2949 0.6831  0.2545
H 0.9247 -1.7222 -0.1694  0.2376
H -1.2666 0.0030 -0.6114  0.2053

Force components x, y, z for each atom (eV/Å):
S -0.756 0.511 0.302
N 0.640 0.255 -0.009
C -0.239 0.304 -0.163
C 0.299 -1.015 -0.487
H 0.525 -0.121 0.590
H -0.139 0.401 -0.077
H 0.001 -0.834 0.068
H 0.111 0.934 -0.012
H 0.074 0.027 -0.119
H -0.403 -0.104 -0.054
H -0.116 -0.358 -0.041

Computed properties:
Net charge   0
Lowest unoccupied orbital energy   1.023 eV
Energy relative to the best compared isomer or geometry (same formula, charge and spin)   34.8 kJ/mol
SMILES string   NCCS
Kohn-Sham gap   10.0955 eV



Below is a molecular structure, C3HBrClN, with properties calculated with wB97M-V/def2-TZVPD.

Each line ends with the Mulliken charge.
CARTESIAN COORDINATES (ANGSTROEM)
Br -1.8681 -1.0777 0.0271  -0.0089
Cl -0.9789 1.0806 2.0804  -0.0805
N 1.3016 -1.1978 -2.0621  -0.3528
C 0.5335 -0.6794 -1.3385  0.5076
C -0.3676 -0.2231 -0.4993  -0.2354
C 0.3002 0.7108 1.0717  -0.1810
H 1.0794 1.3865 0.7207  0.3510

Force components x, y, z for each atom (eV/Å):
Br -1.023 -0.750 -0.565
Cl 0.631 0.386 0.261
N -0.805 0.950 0.755
C 3.054 -2.403 -3.171
C 0.042 3.683 6.832
C -1.715 -2.027 -4.777
H -0.184 0.162 0.666

Computed properties:
Net charge   0
Lowest unoccupied orbital energy (alpha / beta)   -1.127 / -1.694 eV
Energy relative to the best compared isomer or geometry (same formula, charge and spin)   402.0 kJ/mol
Kohn-Sham gap (alpha / beta)   8.1206 / 7.8444 eV



Below is C4H9NO2 in the gas phase, with properties calculated with wB97M-V/def2-TZVPD.

Each line ends with the Mulliken charge.
CARTESIAN COORDINATES (ANGSTROEM)
O -0.9459 0.8301 -2.6005  -0.4845
O -1.5174 -0.6278 0.6515  -0.5533
N 0.0736 1.5139 0.8573  -0.5975
C 0.2091 0.7063 -0.3655  0.5653
C -0.3566 1.3938 -1.6770  -0.2834
C 0.6870 -1.5485 0.7710  -1.2777
C -0.3021 -0.7263 -0.0182  -0.1768
H 0.2169 2.2248 -2.0414  0.3596
H 1.6563 -1.5296 0.2790  0.3246
H 1.2716 0.6580 -0.6238  0.2207
H 0.5540 2.4449 1.0476  0.2205
H 0.0117 0.8243 1.5768  0.1539
H -2.2080 -1.1155 0.1584  0.3649
H 0.3739 -2.5983 1.0943  0.3364
H -0.5394 -1.3197 -0.8810  0.5498
H 0.8155 -1.1304 1.7715  0.2775

Force components x, y, z for each atom (eV/Å):
O 0.018 0.462 2.219
O -1.825 -0.246 0.650
N -0.096 1.073 -0.630
C -0.278 1.062 -0.057
C 0.550 -3.159 -1.667
C 0.208 -0.673 1.670
C -0.147 -0.296 -0.986
H 0.221 1.653 0.667
H 0.092 -0.352 0.001
H 0.193 -0.331 -0.394
H -0.618 -2.438 -0.598
H 0.127 0.737 1.116
H 0.693 0.583 0.497
H 0.123 1.204 -1.309
H 0.491 0.247 -1.187
H 0.247 0.476 0.009

Computed properties:
Net charge   0
Lowest unoccupied orbital energy   0.715 eV
Energy relative to the best compared isomer or geometry (same formula, charge and spin)   281.1 kJ/mol
SMILES string   C[C@@H](O)[C@H](N)C=O
Kohn-Sham gap   9.6212 eV



The records above give, respectively, DFT total energy values of -8865.1234, -14512.3002, -87176.8108, -9877.1476 eV.